Entry 1:
Entry from OMol25: one molecule with the formula C12H27P in a non-equilibrium geometry (the ωB97M-V functional and the def2-TZVPD basis).

Summary:
- Calculated total energy: -22167.3374 eV
- SMILES: CC(C)CP(CC(C)C)CC(C)C

```
40
Properties=species:S:1:pos:R:3:lowdin_charge:R:1
C 1.64 -2.74 2.94 -0.0632
C 0.92 -2.30 1.61 -0.4575
C -0.42 -3.07 1.67 -0.1006
C 0.89 -0.75 1.44 -0.2950
P 0.16 -0.44 -0.28 0.9997
C 1.30 -0.20 -1.63 -0.3903
C 1.48 1.23 -2.15 -0.4660
C 2.44 1.35 -3.41 -0.0729
C 1.76 2.18 -0.96 -0.1035
C -1.69 -0.18 -0.55 -0.2848
C -2.16 1.30 -0.09 -0.4769
C -3.61 1.62 -0.59 -0.1029
C -2.23 1.46 1.44 -0.1041
H 1.16 -2.40 3.81 0.0574
H 1.69 -3.73 3.05 0.0274
H 2.60 -2.25 2.96 0.0706
H 1.37 -2.55 0.68 0.0854
H -0.23 -4.14 1.49 0.0855
H -0.99 -2.92 2.65 0.1008
H -1.11 -2.78 0.94 0.0116
H 0.31 -0.30 2.22 0.0593
H 1.89 -0.45 1.48 0.0571
H 0.93 -0.73 -2.48 0.0533
H 2.21 -0.81 -1.22 0.1222
H 0.54 1.63 -2.52 0.1104
H 2.42 2.40 -3.79 0.0807
H 3.45 0.92 -3.22 0.0737
H 2.04 0.75 -4.25 0.0674
H 2.56 1.81 -0.52 0.0075
H 0.92 2.43 -0.24 0.0794
H 1.93 3.22 -1.41 0.0959
H -1.77 -0.25 -1.62 0.0557
H -2.36 -0.93 -0.03 0.0841
H -1.45 2.06 -0.43 0.0968
H -4.02 2.60 -0.12 0.1047
H -4.32 0.74 -0.48 0.0958
H -3.42 1.71 -1.62 0.0344
H -1.21 1.23 1.81 0.0548
H -2.59 2.47 1.67 0.0734
H -3.04 0.80 1.75 0.0727
```

=====

Entry 2:
Entry from OMol25: C12H28BCeN2O2P2 as an isolated structure in a non-equilibrium geometry (the ωB97M-V functional and the def2-TZVPD basis).

Summary:
- Calculated total energy: -52148.6151 eV
- 2S+1: 2

```
48
Properties=species:S:1:pos:R:3:lowdin_charge:R:1
C -3.72 2.32 -0.87 -0.0231
C -2.80 1.37 -0.38 -0.3364
N -1.50 1.64 -0.69 -0.0640
C -0.99 2.69 -1.33 -0.3075
C -1.89 3.62 -1.82 -0.0349
C -3.25 3.40 -1.58 -0.0483
C -3.17 0.14 0.31 -0.3178
P -2.13 -0.97 1.20 0.6544
Ce 0.07 0.11 0.20 0.4955
P 1.69 1.47 -1.32 0.7098
C 0.53 2.90 -1.37 -0.2306
O -3.15 -1.16 -2.31 -0.0901
O -1.02 -0.22 -3.63 -0.1367
H -4.76 2.14 -0.65 0.1084
H -1.49 4.46 -2.35 0.1019
H -3.96 4.12 -1.96 0.1051
C -1.97 -0.72 2.96 -0.2471
C -2.33 -2.68 0.78 -0.2500
H 0.80 3.40 -2.31 0.0956
H 0.82 3.54 -0.52 0.1116
H -3.22 -0.77 -1.39 0.0024
H -4.21 0.07 0.62 0.0615
C 3.13 1.86 -0.36 -0.2338
C 2.00 0.82 -2.93 -0.2379
H -0.21 -1.45 -1.13 0.0505
H -0.76 -1.05 -4.06 0.0562
H -1.89 -0.45 -3.19 -0.0007
H -4.02 -1.00 -2.69 0.0704
H 0.34 1.24 1.66 -0.1594
H -0.42 -0.61 -1.65 0.0232
H -2.95 -1.04 3.31 0.0435
H -1.16 -1.35 3.36 0.0608
H -1.77 0.33 3.20 0.0496
H -3.26 -2.91 1.30 0.0435
H -2.41 -2.79 -0.31 0.0432
H -1.48 -3.26 1.16 0.0598
H 2.57 1.62 -3.39 0.0471
H 2.58 -0.10 -2.82 0.0697
H 1.04 0.60 -3.42 0.0333
H 3.64 2.60 -0.98 0.0491
H 2.86 2.25 0.63 0.0615
H 3.72 0.94 -0.23 0.0671
B 3.41 -2.30 2.64 -0.4216
C 2.41 -1.63 1.86 -0.1929
N 1.59 -1.11 1.19 -0.0419
H 4.41 -2.33 1.96 0.0323
H 2.99 -3.41 2.87 0.0341
H 3.56 -1.66 3.64 0.0337
```

=====

Entry 3:
Entry from OMol25: C12H28BFFeIN2O7P2S as an isolated structure in a non-equilibrium geometry (the ωB97M-V functional and the def2-TZVPD basis).

Summary:
- Calculated total energy: -105482.1799 eV
- 2S+1: 6
- Net charge: +2

```
56
Properties=species:S:1:pos:R:3:lowdin_charge:R:1
C 3.58 3.13 1.45 -0.1153
C 3.02 2.29 2.68 -0.4150
S 1.81 0.98 2.22 1.1847
C 2.45 0.01 0.80 -0.3003
C 1.35 -0.54 -0.17 -0.4525
C 2.14 -1.72 -0.91 -0.0093
B 2.06 -3.10 -0.08 -0.5432
O 2.32 -3.21 1.32 0.1019
O 1.71 -4.29 -0.76 0.1383
O 0.25 -1.28 0.40 -0.2422
P -1.21 -1.21 -0.55 0.6414
C -2.89 -1.15 -1.55 -0.2143
N -2.76 -0.67 -2.90 0.1829
C -2.05 -0.04 0.72 -0.2631
C -3.07 -0.83 1.67 -0.3232
C -4.28 0.08 2.15 -0.5195
I -4.20 0.33 4.31 1.0235
O -0.77 -2.48 -1.68 -0.2663
N -1.12 -3.73 -1.25 -0.0828
O -1.08 -4.46 -2.19 0.0776
O -0.56 0.00 -1.58 -0.2518
C 0.73 0.52 -1.19 -0.4507
C 0.31 1.94 -0.59 -0.1611
C -0.56 2.82 -1.55 -0.1836
F 0.19 3.94 -1.95 -0.0720
P 1.87 1.05 -2.63 0.8421
O 2.26 -0.10 -3.54 -0.4231
H 3.24 2.77 0.45 0.0367
H 3.31 4.21 1.54 0.0991
H 4.70 3.08 1.43 0.1004
H 3.90 1.84 3.22 0.1137
H 2.55 3.02 3.38 0.0971
H 3.14 -0.77 1.22 0.1292
H 3.11 0.69 0.19 0.0954
H 3.22 -1.42 -0.93 0.1300
H 1.71 -1.92 -1.92 0.1187
H 1.54 -3.67 1.67 0.1073
H 1.82 -5.06 -0.18 0.1125
H -1.64 -2.28 0.31 0.0662
H -3.30 -2.19 -1.58 0.1298
H -3.68 -0.52 -1.06 0.1093
H -2.01 -1.13 -3.42 0.1338
H -2.74 0.34 -2.97 0.1218
H -1.23 0.32 1.41 0.0688
H -2.51 0.89 0.29 0.0820
H -2.51 -1.31 2.51 0.0953
H -3.53 -1.68 1.10 0.1032
H -4.14 1.10 1.70 0.0538
H -5.27 -0.30 1.80 0.0771
H 1.28 2.51 -0.43 0.0909
H -0.18 1.88 0.41 0.0853
H -0.87 2.31 -2.49 0.1098
H -1.46 3.18 -0.99 0.1284
H 2.99 1.66 -1.96 0.0393
H 1.22 2.03 -3.45 0.0579
Fe -4.16 2.11 6.08 0.4042
```

=====

Entry 4:
Entry from OMol25: a 2-piece molecular cluster, C12H28Br2N3O2P2 overall in a non-equilibrium geometry (the ωB97M-V functional and the def2-TZVPD basis).

Summary:
- Calculated total energy: -180116.2489 eV
- Net charge: +1

```
49
Properties=species:S:1:pos:R:3:lowdin_charge:R:1
C -2.62 1.02 -3.33 -0.1052
C -1.42 1.93 -3.84 -0.1968
C -1.26 3.21 -2.92 -0.1563
O -0.12 3.19 -2.04 -0.0616
N -0.13 2.09 -1.25 0.1019
C -0.05 2.25 0.06 -0.2845
N 0.01 3.44 0.81 0.1199
C -1.01 3.15 1.88 -0.1260
C -0.76 1.59 2.10 -0.4042
P -2.34 0.53 2.08 0.7762
O -2.16 -0.66 1.14 -0.4741
N -0.03 1.09 0.90 -0.2336
P 1.55 0.39 1.31 1.0024
C 2.93 0.97 0.18 -0.3722
C 2.74 0.69 -1.38 -0.1510
C 1.35 -1.47 1.28 -0.3804
C 0.71 -1.92 -0.11 -0.1655
H -2.88 0.22 -4.08 0.0834
H -2.31 0.51 -2.38 0.0633
H -3.54 1.61 -3.11 0.0765
H -1.62 2.17 -4.90 0.1154
H -0.51 1.27 -3.77 0.1117
H -2.23 3.43 -2.40 0.1311
H -1.09 4.08 -3.61 0.1407
H -0.18 1.12 -1.58 0.1557
H -0.25 4.30 0.33 0.1458
H -2.02 3.23 1.38 0.1061
H -1.04 3.81 2.77 0.1371
H -0.22 1.48 3.08 0.1108
H -2.69 0.12 3.41 0.0221
H -3.43 1.33 1.61 0.0168
H 3.17 2.06 0.32 0.0790
H 3.86 0.43 0.49 0.0898
H 2.78 1.68 -1.91 0.0728
H 1.76 0.20 -1.59 0.0258
H 3.53 0.03 -1.81 0.0827
H 2.31 -2.03 1.47 0.0729
H 0.60 -1.75 2.07 0.0653
H -0.05 -2.73 0.07 0.0703
H 1.49 -2.27 -0.82 0.0754
H 0.14 -1.09 -0.60 0.0305
Br 2.03 -6.39 0.60 0.6049
C 0.80 -6.32 2.11 -0.6888
C 0.65 -4.91 2.62 -0.6930
Br 2.20 -4.36 3.67 0.6163
H 1.19 -7.01 2.86 0.0542
H -0.14 -6.69 1.73 0.0604
H -0.20 -4.84 3.31 0.0625
H 0.52 -4.18 1.83 0.0133
```

=====

Entry 5:
Entry from OMol25: C12H28F36HfNO2P6 as an isolated structure in a non-equilibrium geometry (the ωB97M-V functional and the def2-TZVPD basis).

Summary:
- Calculated total energy: -173388.2806 eV
- Net charge: -1

```
86
Properties=species:S:1:pos:R:3:lowdin_charge:R:1
C 3.30 0.12 -6.40 -0.0802
C 2.17 0.10 -5.28 -0.2072
C 1.09 1.17 -5.45 -0.1128
N -0.17 1.14 -4.55 -0.1952
C 0.20 1.60 -3.11 0.0177
C -1.35 2.11 -5.13 -0.0340
C -2.18 1.24 -6.06 -0.1723
C -1.71 -0.15 -5.85 -0.1617
C -0.88 -0.17 -4.58 -0.1196
H 3.72 1.13 -6.46 0.0703
H 3.09 -0.18 -7.42 0.0643
H 3.97 -0.59 -5.92 0.0754
H 2.79 0.34 -4.41 0.1085
H 1.82 -0.90 -5.04 0.1066
H 0.86 1.19 -6.51 0.1276
H 1.53 2.13 -5.16 0.1279
H -0.71 1.53 -2.50 0.0671
H 0.42 2.67 -3.14 0.0994
H 1.02 1.11 -2.60 0.0859
H -1.85 2.54 -4.27 0.1285
H -0.91 2.99 -5.60 0.1250
H -3.26 1.28 -5.92 0.1215
H -2.14 1.47 -7.12 0.1161
H -2.56 -0.82 -5.73 0.1273
H -1.08 -0.56 -6.64 0.1177
H -1.48 -0.02 -3.69 0.1253
H -0.18 -0.97 -4.34 0.1155
Hf -0.37 -0.21 2.07 2.2872
P 0.39 -2.17 -1.34 0.3675
F -0.62 -3.40 -0.87 -0.1478
F 0.47 -2.83 -2.86 -0.1944
F -0.87 -1.18 -1.69 -0.1460
F 1.56 -1.13 -1.88 -0.1857
F 0.45 -1.44 0.18 -0.2413
F 1.72 -3.08 -1.03 -0.1701
P -3.02 -1.62 1.20 0.2777
F -4.29 -0.62 0.92 -0.1020
F -2.66 -0.52 2.38 -0.2165
F -3.80 -2.58 2.26 -0.0805
F -1.60 -2.17 1.63 -0.1880
F -3.08 -2.54 -0.14 -0.0904
F -1.95 -0.68 0.48 -0.2450
P -0.96 2.47 0.27 0.2950
F -1.28 3.93 1.01 -0.1287
F -2.27 2.44 -0.76 -0.1326
F 0.11 3.18 -0.77 -0.1275
F -0.49 1.01 -0.23 -0.1954
F 0.15 2.22 1.33 -0.1598
F -1.77 1.57 1.37 -0.2136
P 3.27 0.78 0.74 0.3019
F 3.85 0.49 2.29 -0.1783
F 1.82 0.07 1.12 -0.2458
F 2.80 2.25 1.31 -0.1458
F 2.60 0.80 -0.76 -0.1747
F 4.67 1.38 0.21 -0.1458
F 3.84 -0.68 0.31 -0.1559
P -1.79 -2.55 5.16 0.0713
F -2.31 -3.81 5.99 -0.1341
F -1.94 -3.38 3.80 -0.1394
F -3.25 -1.99 5.10 -0.1043
F -1.20 -1.33 4.20 -0.2232
F -1.66 -1.65 6.48 -0.1299
F -0.30 -2.96 5.31 -0.1085
P -2.37 1.93 4.97 0.3631
F -1.56 3.37 4.83 -0.1705
F -3.29 2.30 3.66 -0.1570
F -1.36 1.14 3.82 -0.2695
F -3.30 0.61 5.23 -0.1549
F -1.34 1.48 6.20 -0.1761
F -3.42 2.63 6.04 -0.1873
C 1.20 -3.21 2.31 0.0336
O 1.01 -1.81 2.89 -0.3201
C 2.01 -1.58 3.79 -0.2164
C 1.64 -0.35 4.61 -0.0756
O 1.14 0.63 3.58 -0.3307
C 1.35 1.89 4.22 -0.0708
H 1.34 -3.99 3.06 0.1072
H 2.06 -3.19 1.64 0.0998
H 0.40 -3.64 1.70 0.0880
H 2.96 -1.47 3.27 0.1332
H 2.07 -2.45 4.45 0.1369
H 2.56 -0.07 5.11 0.1429
H 0.88 -0.47 5.39 0.1336
H 0.76 2.74 3.89 0.0956
H 2.41 2.14 4.13 0.1056
H 1.09 1.80 5.28 0.0954
```